{
  "formula": "C28H29CrF3N4O2SbTe4",
  "method": "ωB97M-V/def2-TZVPD",
  "symbols": ["Cr", "N", "C", "C", "C", "C", "N", "H", "H", "H", "H", "H", "H", "H", "H", "H", "H", "H", "H", "O", "N", "N", "O", "C", "C", "C", "C", "C", "C", "H", "H", "H", "H", "H", "Te", "Te", "Te", "Te", "F", "C", "C", "C", "C", "C", "C", "Sb", "C", "C", "C", "C", "F", "C", "C", "C", "C", "C", "C", "F", "C", "C", "H", "H", "H", "H", "H", "H", "H", "H", "H", "H", "H", "H"],
  "positions_angstrom": [[-0.8958, 3.1893, 0.7761], [0.8207, 2.0432, 1.6433], [2.1962, 2.4954, 1.9434], [3.0179, 2.6310, 0.6736], [2.6728, 3.8432, -0.2010], [1.5763, 3.6252, -1.2424], [0.2287, 4.0279, -0.7701], [0.3415, 1.8293, 2.5161], [0.8755, 1.1573, 1.1416], [2.6800, 1.7899, 2.6249], [2.1224, 3.4590, 2.4470], [2.9135, 1.7127, 0.0818], [4.0686, 2.6869, 0.9641], [3.5741, 4.1389, -0.7402], [2.4003, 4.6928, 0.4334], [1.5313, 2.5799, -1.5517], [1.8060, 4.2210, -2.1286], [-0.4111, 3.9987, -1.5643], [0.2765, 5.0232, -0.5232], [-1.3210, 1.4976, -0.2190], [-2.1109, 0.6764, 0.3777], [-2.4227, 1.0342, 1.5448], [-1.9387, 2.1317, 2.0960], [-3.2725, 0.1843, 2.3422], [-4.0259, -0.8019, 1.7255], [-4.8209, -1.6106, 2.5205], [-4.8588, -1.4250, 3.8973], [-4.0975, -0.4271, 4.4867], [-3.2934, 0.3934, 3.7076], [-3.9856, -0.9307, 0.6534], [-5.4202, -2.3831, 2.0582], [-5.4916, -2.0538, 4.5091], [-4.1279, -0.2791, 5.5576], [-2.7039, 1.1874, 4.1408], [-0.3089, 5.2962, 2.4971], [-0.2383, 7.2901, 0.6843], [-2.3219, 6.6436, -0.9931], [-3.0889, 4.2535, -0.0555], [4.6938, -3.6278, -5.4029], [3.8590, -3.0147, -4.5409], [2.5311, -3.3873, -4.5196], [1.6782, -2.7479, -3.6296], [2.1446, -1.7525, -2.7729], [3.4937, -1.3999, -2.8384], [4.3655, -2.0335, -3.7124], [0.8387, -0.5981, -1.5265], [1.3290, -1.5875, 0.3188], [0.4735, -1.4396, 1.4136], [0.7724, -1.9952, 2.6498], [1.9529, -2.6994, 2.7796], [2.2596, -3.2380, 3.9755], [2.8239, -2.8776, 1.7251], [2.5028, -2.3166, 0.4949], [-0.9502, -1.6823, -1.9023], [-1.8771, -1.1326, -2.7873], [-3.0887, -1.7602, -3.0404], [-3.3598, -2.9427, -2.3823], [-4.5372, -3.5573, -2.6094], [-2.4727, -3.5184, -1.4952], [-1.2639, -2.8775, -1.2597], [2.1815, -4.1623, -5.1882], [0.6363, -3.0446, -3.5987], [3.8867, -0.6171, -2.1965], [5.4141, -1.7742, -3.7648], [-0.4674, -0.9111, 1.3016], [0.1060, -1.8968, 3.4966], [3.7287, -3.4527, 1.8685], [3.1783, -2.4707, -0.3377], [-1.6674, -0.1911, -3.2827], [-3.8182, -1.3434, -3.7211], [-2.7309, -4.4466, -1.0033], [-0.5626, -3.3247, -0.5658]],
  "charge": 0,
  "relative_energy_ev": 0.1390,
  "homo_lumo_gap_ev": [6.0, 6.0],
  "spin_multiplicity": 4
}